19
Properties=species:S:1:pos:R:3:nbo_charge:R:1 method="wB97M-V/def2-TZVPD" homo_energy_ev=-14.09 charge=+1 relative_energy_kcal_mol=73.5 e_tot_ha=-323.56108 homo_lumo_gap_ev=10.29
C 0.43 2.03 0.79 0.078
C 0.46 -0.26 -2.04 -0.661
C -2.00 -0.38 0.94 -0.396
C -0.08 0.21 -0.72 0.630
N -0.02 1.47 -0.27 -0.413
N 1.41 -0.75 0.66 -1.055
N -1.00 -0.57 -0.14 -0.532
H 0.16 3.07 0.90 0.203
H 1.17 1.72 1.43 0.180
H 0.65 -1.36 -2.03 0.246
H -0.13 0.20 -2.74 0.270
H 1.42 0.17 -2.10 0.246
H -2.16 -1.23 1.58 0.235
H -1.67 0.52 1.34 0.211
H -2.86 -0.24 0.46 0.219
H 1.97 -0.43 1.48 0.386
H 2.15 -1.11 0.02 0.382
H 0.99 -1.57 1.00 0.372
H -0.88 -1.49 -0.56 0.399


16
Properties=species:S:1:pos:R:3:nbo_charge:R:1 method="wB97M-V/def2-TZVPD" homo_energy_ev="-8.92 / -8.88" relative_energy_kcal_mol=143.2 e_tot_ha=-399.99328 homo_lumo_gap_ev="8.92 / 8.87"
C 0.56 -0.19 0.26 0.812
C -1.83 0.17 -1.36 -0.272
C 0.65 -1.34 1.19 -0.692
N -0.10 0.94 0.63 -0.301
O -1.46 -0.19 -0.06 -0.590
O 1.14 -0.37 -0.91 -0.644
O 1.82 1.37 0.86 -0.916
H 1.38 0.49 -1.30 0.508
H 1.78 1.57 1.80 0.458
H -0.13 1.63 -0.12 0.372
H -2.21 1.20 -1.42 0.159
H -2.63 -0.50 -1.69 0.197
H -1.01 0.06 -2.09 0.153
H 0.43 -2.25 0.65 0.251
H 1.68 -1.39 1.57 0.255
H -0.05 -1.21 2.01 0.250


83
Properties=species:S:1:pos:R:3:lowdin_charge:R:1 method="wB97M-V/def2-TZVPD" homo_energy_ev=-7.69 relative_energy_kcal_mol=11.3 e_tot_ha=-4140.91592 homo_lumo_gap_ev=6.67
Sn -0.48 -0.22 -0.21 1.403
S -3.02 4.10 3.24 0.577
C -3.34 3.46 1.72 -1.737
S -2.49 3.20 0.30 0.584
S -4.73 3.11 2.54 0.600
Cl 1.13 -7.44 -2.24 0.709
C 0.67 -5.99 -1.54 -0.749
C 0.20 -5.87 -0.21 -0.111
C 0.00 -4.69 0.45 -0.005
C 0.29 -3.40 -0.23 -0.279
O 0.21 -2.23 0.38 -0.278
C 0.79 -3.53 -1.61 -0.132
C 1.14 -2.37 -2.37 -0.175
O 1.17 -1.19 -1.93 -0.132
C 0.91 -4.80 -2.26 -0.057
H 0.06 -6.81 0.38 0.115
H -0.48 -4.65 1.41 0.099
H 1.45 -2.61 -3.38 0.125
H 1.23 -4.93 -3.30 0.110
C -4.21 -3.04 -0.97 -0.155
C -5.72 -3.38 -0.64 -0.162
N -6.36 -2.32 0.12 -0.172
C -6.25 -1.08 -0.62 -0.184
C -4.80 -0.76 -0.96 -0.160
N -3.81 -1.75 -0.39 -0.140
C -4.14 -1.79 1.07 -0.173
C -5.59 -2.18 1.34 -0.177
H -4.13 -2.98 -2.06 0.107
H -3.60 -3.88 -0.61 0.108
H -5.77 -4.29 -0.08 0.101
H -6.32 -3.48 -1.56 0.119
H -6.78 -0.33 -0.05 0.115
H -6.87 -1.24 -1.51 0.117
H -4.51 0.22 -0.60 0.098
H -4.62 -0.74 -2.08 0.132
H -3.93 -0.80 1.48 0.103
H -3.40 -2.44 1.56 0.113
H -6.05 -1.40 1.98 0.122
H -5.54 -3.15 1.86 0.113
O 2.55 0.71 1.77 0.034
C 2.41 1.28 0.70 -0.523
N 3.36 2.05 0.03 0.143
C 2.92 2.66 -1.20 -0.244
C 1.48 2.01 -1.24 -0.410
O 0.63 2.24 -2.12 0.008
N 1.29 1.20 -0.13 -0.003
C 2.93 4.19 -1.22 -0.151
C 4.05 4.93 -0.84 -0.056
C 4.00 6.30 -0.66 -0.095
C 2.87 6.98 -1.04 -0.107
C 1.82 6.30 -1.62 -0.070
C 1.82 4.91 -1.64 -0.012
C 3.81 2.08 -2.31 -0.124
C 4.48 2.86 -3.25 -0.032
C 5.32 2.29 -4.18 -0.074
C 5.58 0.91 -4.18 -0.077
C 4.90 0.13 -3.26 -0.083
C 4.01 0.70 -2.34 -0.023
H 4.17 2.34 0.55 0.149
H 5.03 4.42 -0.71 0.131
H 4.89 6.84 -0.33 0.108
H 2.85 8.07 -0.96 0.108
H 0.92 6.78 -2.02 0.114
H 0.94 4.38 -1.96 0.100
H 4.40 3.94 -3.21 0.108
H 5.81 2.97 -4.83 0.090
H 6.35 0.50 -4.81 0.097
H 5.07 -0.95 -3.14 0.108
H 3.52 0.08 -1.59 0.114
O -0.94 0.02 2.11 -0.724
S -0.93 0.33 3.60 0.967
C 0.69 0.85 4.15 -0.320
C 1.35 -0.24 4.97 -0.209
C 0.39 -1.41 5.28 -0.200
C -0.94 -1.26 4.50 -0.283
H 0.53 1.73 4.72 0.074
H 1.31 1.04 3.25 0.072
H 1.74 0.22 5.88 0.105
H 2.27 -0.65 4.47 0.124
H 0.14 -1.42 6.34 0.099
H 0.86 -2.38 5.12 0.105
H -1.83 -1.19 5.13 0.082
H -1.13 -2.04 3.76 0.089